# C6H10O

A single C6H10O molecule (wB97M-V/def2-TZVPD, OMol25).

Frontier orbital gap = 11.05 eV
E = -8429.844 eV
Structure (SMILES) = C[C@H]1C[C@]2(CO2)C1
Total charge = 0

```
17
C6H10O (wB97M-V/def2-TZVPD)
C 1.96022 1.03715 -0.22098
C 0.78806 0.23699 -0.76524
C 0.43299 -1.04746 0.03890
C -0.90563 -0.40908 0.39702
C -2.18286 -1.01678 0.75185
O -1.38998 -0.33932 1.72230
C -0.60961 0.83477 -0.43365
H 1.82263 1.24184 0.84812
H 2.90689 0.49834 -0.34065
H 2.04860 2.00048 -0.73598
H 0.92550 0.04231 -1.83372
H 0.35384 -1.96190 -0.55802
H 1.07432 -1.23990 0.90587
H -3.11328 -0.51647 0.47915
H -2.25510 -2.09725 0.88102
H -0.58220 1.75815 0.15540
H -1.27439 0.97813 -1.29141
```

# C6H10O

A molecular structure, C6H10O (wB97M-V/def2-TZVPD, OMol25).

Frontier orbital gap = 8.37 eV
E = -8425.645 eV
Total charge = 0

```
17
C6H10O (wB97M-V/def2-TZVPD)
C 2.52647 0.68050 -0.31950
C 1.94006 -0.69374 -0.08174
O 0.25435 -0.03775 0.37786
C -0.82320 -0.96334 0.64691
C -2.05144 -0.07223 0.83734
C -1.81859 0.47548 -0.60785
C -0.61358 -0.44553 -0.70640
H 2.05674 1.18397 -1.17578
H 2.53370 1.37590 0.53411
H 3.57503 0.50292 -0.60094
H 2.20507 -0.96365 0.96077
H -0.55056 -1.90966 1.10081
H -1.97205 0.64884 1.65461
H -2.98438 -0.63550 0.92242
H -2.62083 0.21247 -1.30077
H -1.57308 1.53606 -0.70493
H -0.08369 -0.89474 -1.53692
```

# C6H10O

A single C6H10O molecule in a non-equilibrium geometry (wB97M-V/def2-TZVPD, OMol25).

Frontier orbital gap = 10.30 eV
E = -8428.206 eV
Structure (SMILES) = C#C[C@](C)(O)CC
Total charge = 0

```
17
C6H10O (wB97M-V/def2-TZVPD)
C 2.06324 0.32145 0.09560
C 0.95068 -0.50937 -0.53662
C -0.45518 -0.07810 -0.12452
C -1.54542 -0.86858 -0.83029
O -0.52043 -0.38274 1.31111
C -0.69429 1.40138 -0.18702
C -0.91857 1.92708 0.88973
H 3.04447 -0.09665 -0.15239
H 1.96285 0.33780 1.18485
H 2.03036 1.35609 -0.26260
H 1.03037 -1.55475 -0.21622
H 1.03761 -0.49051 -1.62951
H -2.53101 -0.51065 -0.50849
H -1.49519 -0.77053 -1.91788
H -1.43228 -1.92130 -0.55431
H -1.45126 -0.45768 1.56482
H -1.07594 2.29707 1.87372
```

# C6H10O

A single C6H10O molecule (wB97M-V/def2-TZVPD, OMol25).

Frontier orbital gap = 11.08 eV
E = -8429.819 eV
Structure (SMILES) = C#C[C@](C)(O)CC
Total charge = 0

```
17
C6H10O (wB97M-V/def2-TZVPD)
C 2.09938 0.21656 0.17078
C 0.92216 -0.40747 -0.57196
C -0.42007 -0.24552 0.15321
C -1.54977 -0.93551 -0.61688
O -0.25108 -0.86875 1.42111
C -0.76834 1.18768 0.31347
C -1.10324 2.34249 0.41626
H 3.03563 0.02786 -0.36503
H 2.18623 -0.20536 1.17606
H 1.97403 1.30056 0.26493
H 1.08261 -1.48625 -0.69184
H 0.82637 0.02687 -1.57425
H -2.50941 -0.76686 -0.11446
H -1.63441 -0.54020 -1.63356
H -1.35549 -2.01106 -0.65890
H -1.12681 -0.99640 1.80619
H -1.40780 3.36136 0.50486
```

# C6H10O

A single C6H10O molecule (wB97M-V/def2-TZVPD, OMol25).

Frontier orbital gap = 10.43 eV
E = -8429.872 eV
Structure (SMILES) = C=CC/C=C\CO
Total charge = 0

```
17
C6H10O (wB97M-V/def2-TZVPD)
C -2.40455 -0.17496 0.08448
C -1.26345 -0.49116 0.69617
C -0.24780 -1.44629 0.13823
C 1.20012 -1.01001 0.04069
C 1.78355 0.16969 -0.18153
C 1.25244 1.56697 -0.40316
O 0.05664 1.94220 0.23067
H -3.12980 0.49007 0.54583
H -2.65718 -0.57444 -0.89686
H -0.66944 1.42477 -0.14082
H -1.03544 -0.06246 1.67160
H -0.57856 -1.77897 -0.85659
H -0.26942 -2.34966 0.76334
H 1.88889 -1.85191 0.10153
H 2.87110 0.13897 -0.27461
H 2.00242 2.26720 -0.02655
H 1.20050 1.74000 -1.49241
```

# C6H10O

2 unconnected molecules or ions with the total composition C6H10O (wB97M-V/def2-TZVPD, OMol25).

Frontier orbital gap = 10.11 eV
E = -8429.506 eV
Structure (SMILES) = C=CC=O.C1CC1
Total charge = 0

```
17
C6H10O (wB97M-V/def2-TZVPD)
O -0.71167 1.25288 1.13387
C -0.81775 0.53296 2.10474
C 0.14912 -0.53715 2.46059
C 1.26452 -0.71468 1.75124
C -0.11079 -0.66079 -1.59264
C -0.94039 0.49337 -2.07393
C 0.52859 0.67985 -1.82634
H -1.67743 0.65105 2.79557
H -0.09015 -1.16280 3.31945
H -0.24644 -0.99148 -0.56631
H 1.98206 -1.49343 1.99431
H 1.48160 -0.07677 0.89654
H 0.11046 -1.46025 -2.29483
H -1.29426 0.47862 -3.10144
H -1.62028 0.95196 -1.36215
H 1.18903 0.78766 -2.68305
H 0.80379 1.26900 -0.95561
```

Per-record energy relative to the best compared isomer or geometry (same formula, charge and spin), eV: 1.396 5.596 3.034 1.421 1.368 1.735
Per-record highest occupied orbital energy, eV: -10.01 -7.36 -9.52 -10.13 -9.41 -10.17